--- i ---
# C7H12

A single C7H12 molecule (ωB97M-V/def2-TZVPD, the OMol25 dataset).

Cartesian coordinates (Å):
C (-1.8370, -0.4638, -1.1228)
C (-0.7552, -0.3147, -0.3253)
C (-0.2449, 0.9887, 0.0227)
C (0.7258, 1.3937, 0.9320)
C (1.2999, 2.7288, 0.6604)
C (0.3191, -1.4040, -0.3753)
C (0.1345, -2.7818, 0.2521)
H (-2.4498, -1.4121, -1.1375)
H (-2.3523, 0.3553, -1.6489)
H (-0.6161, 1.9352, -0.5288)
H (0.7224, 0.8513, 1.9115)
H (1.7684, 2.6569, -0.3858)
H (0.8592, 3.7536, 0.6647)
H (2.2432, 2.9163, 1.1780)
H (1.2573, -1.0347, -0.0722)
H (0.5298, -1.4674, -1.4695)
H (-0.0894, -2.7210, 1.3524)
H (1.0626, -3.4243, -0.0146)
H (-0.7880, -3.2903, -0.1128)

The value obtained for the HOMO energy is -7.91 eV. The calculation puts the LUMO energy at 0.362 eV. Its structure (SMILES) is C=C(/C=C/C)CC. The spin multiplicity is 1.

=====

--- ii ---
# C7H12

A single C7H12 molecule (ωB97M-V/def2-TZVPD, the OMol25 dataset).

Cartesian coordinates (Å):
C (0.0600, -1.9190, 0.6306)
C (1.2107, -0.9774, 0.2956)
C (1.1251, 0.1972, -0.6482)
C (-0.2621, 0.6778, -1.4798)
C (-1.3085, 0.5751, -0.5262)
C (-1.1209, 1.3089, 0.7060)
C (1.2414, 0.4398, 0.7434)
H (-0.1687, -2.6115, -0.1902)
H (0.3501, -2.5232, 1.4985)
H (-0.8584, -1.3974, 0.9086)
H (2.1541, -1.5395, 0.2507)
H (1.9202, 0.3878, -1.3683)
H (0.0385, 1.7076, -1.7072)
H (-0.4077, 0.1220, -2.4079)
H (-2.0717, 1.7592, 0.1769)
H (-2.0507, -0.2151, -0.5348)
H (-1.4450, 0.8879, 1.6578)
H (-0.4370, 2.1504, 0.7252)
H (2.0305, 0.9695, 1.2693)

The value obtained for the HOMO energy (alpha / beta) is -7.43 / -6.53 eV. The calculation puts the LUMO energy (alpha / beta) at 0.904 / 0.263 eV. The spin multiplicity is 1.

=====

It is i that is the most stable of them.

=====

--- i ---
# C7H12

2 unconnected molecules or ions with the total composition C7H12 (ωB97M-V/def2-TZVPD, the OMol25 dataset).

Cartesian coordinates (Å):
C (-0.3976, -0.5806, -1.8667)
C (-0.0922, -0.7671, -0.3576)
C (-1.1064, 0.0982, 0.4060)
C (-0.8702, -0.2102, 1.9034)
C (0.3935, 0.5881, 1.7394)
C (-0.0272, 1.2448, 0.4723)
C (0.9600, 0.1086, 0.3902)
H (0.2612, -1.1083, -2.5665)
H (-0.4271, 0.4744, -2.1702)
H (-1.4079, -0.9807, -2.0453)
H (-0.0896, -1.8468, -0.1509)
H (-2.1144, 0.2127, 0.0106)
H (-0.6843, -1.2643, 2.1447)
H (-1.6214, 0.2098, 2.5709)
H (1.0134, 1.0494, 2.5056)
H (0.0257, 2.2588, 0.0930)
H (2.0369, 0.0812, 0.3205)
H (1.8524, -0.0581, -1.8074)
H (2.2952, 0.4901, -1.5921)

The value obtained for the HOMO energy is -9.48 eV. The calculation puts the LUMO energy at 1.257 eV. Its structure (SMILES) is C[C@@H]1[C@H]2C[C@@H]3[C@H]2[C@H]13.[H][H]. The spin multiplicity is 1.

=====

--- ii ---
# C7H12

A single C7H12 molecule (ωB97M-V/def2-TZVPD, the OMol25 dataset).

Cartesian coordinates (Å):
C (-1.8487, -1.2080, -1.1348)
C (-0.7966, -0.0927, -1.1572)
C (-0.4784, 0.3947, 0.2630)
C (0.3000, -0.6152, 1.1629)
C (1.4682, 0.3564, 1.2710)
C (1.9415, 0.8981, -0.0398)
C (0.6574, 1.4027, 0.5314)
H (-2.0427, -1.6010, -2.1399)
H (-2.8025, -0.8504, -0.7277)
H (-1.5198, -2.0477, -0.5096)
H (0.1079, -0.4823, -1.6429)
H (-1.1505, 0.7326, -1.7895)
H (-1.4179, 0.7297, 0.7179)
H (0.5190, -1.6044, 0.7509)
H (-0.2031, -0.7223, 2.1282)
H (2.0317, 0.5677, 2.1732)
H (2.7916, 1.5751, -0.0316)
H (1.9034, 0.2389, -0.9027)
H (0.5396, 2.3280, 1.0774)

The value obtained for the HOMO energy is -9.16 eV. The calculation puts the LUMO energy at 1.232 eV. Its structure (SMILES) is CC[C@H]1C[C@H]2C[C@@H]12. The spin multiplicity is 1.

=====

--- iii ---
# C7H12

A single C7H12 molecule (ωB97M-V/def2-TZVPD, the OMol25 dataset).

Cartesian coordinates (Å):
C (-0.0596, -1.5105, 3.7645)
C (0.0006, -0.5392, 2.6709)
C (0.0457, 0.2424, 1.7540)
C (0.0828, 1.0668, 0.5405)
C (0.0015, 0.1750, -0.7060)
C (-0.0294, 0.9400, -2.0254)
C (-0.0681, -0.0125, -3.2192)
H (-0.0312, -2.5319, 3.3700)
H (-0.9834, -1.3989, 4.3412)
H (0.7857, -1.3910, 4.4497)
H (1.0029, 1.6657, 0.5173)
H (-0.7515, 1.7809, 0.5467)
H (0.8550, -0.5156, -0.6970)
H (-0.8979, -0.4496, -0.6275)
H (0.8501, 1.5946, -2.0989)
H (-0.9079, 1.5995, -2.0449)
H (0.8650, -0.5829, -3.2951)
H (-0.8859, -0.7353, -3.1113)
H (-0.2146, 0.5209, -4.1637)

The value obtained for the HOMO energy is -9.33 eV. The calculation puts the LUMO energy at 1.082 eV. Its structure (SMILES) is CC#CCCCC. The spin multiplicity is 1.

=====

It is iii that is the most stable of them.

=====

--- i ---
# C7H12

A single C7H12 molecule (ωB97M-V/def2-TZVPD, the OMol25 dataset).

Cartesian coordinates (Å):
C (2.1419, 0.5252, -0.3555)
C (1.2930, -0.1420, -1.1331)
C (0.0382, -0.8560, -0.6929)
C (-0.0585, -1.1277, 0.8189)
C (-0.6592, 0.1571, 1.4471)
C (-1.0983, 1.0393, 0.2563)
C (-1.1755, 0.0691, -0.9275)
H (2.0324, 0.5571, 0.7270)
H (2.9773, 1.0791, -0.7746)
H (1.4564, -0.1262, -2.2121)
H (-0.0596, -1.7842, -1.2698)
H (-0.7341, -1.9761, 0.9797)
H (0.9073, -1.4052, 1.2530)
H (-1.5095, -0.0889, 2.0924)
H (0.0712, 0.6760, 2.0773)
H (-0.3301, 1.7929, 0.0519)
H (-2.0392, 1.5681, 0.4357)
H (-2.0962, -0.5263, -0.8712)
H (-1.1575, 0.5687, -1.9028)

The value obtained for the HOMO energy is -9.59 eV. The calculation puts the LUMO energy at 1.166 eV. Its structure (SMILES) is C=CC1CCCC1. The spin multiplicity is 1.

=====

--- ii ---
# C7H12

A single C7H12 molecule (ωB97M-V/def2-TZVPD, the OMol25 dataset).

Cartesian coordinates (Å):
C (-0.1266, 1.0892, 2.0682)
C (-0.3414, 0.9789, 0.7567)
C (-0.8599, 2.1536, -0.0647)
C (-0.0726, -0.2134, -0.1546)
C (-1.0000, -1.3086, 0.2166)
C (1.1878, -0.3400, -0.6296)
C (1.4663, -1.4453, -1.6079)
H (0.0265, 0.1453, 2.6066)
H (0.1858, 1.9804, 2.6122)
H (-0.0873, 2.9035, -0.3133)
H (-1.1546, 1.8794, -1.0677)
H (-1.7056, 2.7249, 0.2893)
H (-1.4386, -1.3245, 1.2080)
H (-1.8619, -1.5200, -0.4523)
H (-0.5417, -2.2908, 0.1183)
H (1.9700, 0.0820, 0.0162)
H (0.4317, -1.7024, -1.9257)
H (2.0298, -1.3533, -2.5295)
H (1.8924, -2.4387, -1.1469)

The value obtained for the HOMO energy is -8.56 eV. The calculation puts the LUMO energy at 0.938 eV. Its structure (SMILES) is C=C(C)/C(C)=C/C. The spin multiplicity is 1.

=====

--- iii ---
# C7H12

A single C7H12 molecule (ωB97M-V/def2-TZVPD, the OMol25 dataset).

Cartesian coordinates (Å):
C (-0.4847, -1.5271, -1.3859)
C (-0.3244, -0.2191, -1.5671)
C (-0.0607, 0.8587, -0.5946)
C (0.7494, 1.8279, -1.0138)
C (-0.5751, 0.9180, 0.8169)
C (-0.3950, -0.3655, 1.6792)
C (0.9354, -1.0841, 1.4726)
H (-0.6266, -1.9758, -0.4074)
H (-0.6752, -2.1747, -2.2364)
H (-0.2340, 0.1334, -2.5959)
H (1.0178, 2.6388, -0.3400)
H (1.0873, 1.9012, -2.0412)
H (-1.6377, 1.1539, 0.8270)
H (-0.1052, 1.7453, 1.3439)
H (-0.5135, -0.0767, 2.7179)
H (-1.2289, -1.0176, 1.4340)
H (1.6056, -0.5334, 0.8044)
H (1.5540, -0.9775, 2.3788)
H (0.8848, -2.1411, 1.2309)

The value obtained for the HOMO energy is -8.87 eV. The calculation puts the LUMO energy at 1.130 eV. Its structure (SMILES) is C=CC(=C)CCC. The spin multiplicity is 1.

=====

It is i that is the most stable of them.

=====

--- i ---
# C7H12

2 unconnected molecules or ions with the total composition C7H12 (ωB97M-V/def2-TZVPD, the OMol25 dataset).

Cartesian coordinates (Å):
C (1.1515, 1.1762, -1.1470)
C (0.5810, 0.2691, -1.9449)
C (-0.1637, -0.9418, -1.5629)
C (0.0141, -1.7342, -0.4980)
C (0.9953, -1.5665, 0.6240)
H (1.1167, 1.1096, -0.0631)
H (1.6604, 2.0385, -1.5708)
H (0.6462, 0.4312, -3.0217)
H (-0.9354, -1.2371, -2.2739)
H (-0.6261, -2.6138, -0.4364)
H (1.2264, -2.5346, 1.0795)
H (1.9294, -1.1012, 0.2900)
H (0.5707, -0.9277, 1.4105)
C (-1.7583, 0.9549, 1.0906)
C (-0.9642, 1.5886, 1.9459)
H (-1.5415, 0.9165, 0.0255)
H (-2.6562, 0.4404, 1.4260)
H (-0.0692, 2.1121, 1.6150)
H (-1.1773, 1.6197, 3.0117)

The value obtained for the HOMO energy is -8.83 eV. The calculation puts the LUMO energy at 1.112 eV. Its structure (SMILES) is C=C/C=C\C.C=C. The spin multiplicity is 1.

=====

--- ii ---
# C7H12

A single C7H12 molecule (ωB97M-V/def2-TZVPD, the OMol25 dataset).

Cartesian coordinates (Å):
C (-1.1243, 1.6673, 0.6263)
C (-1.1030, 0.3915, 0.2643)
C (-2.2512, -0.5568, 0.4246)
C (0.2611, -0.1878, -0.0164)
C (0.7555, -1.0764, 1.0896)
C (0.9832, 0.3331, -1.0105)
C (2.3055, -0.2403, -1.4680)
H (-0.3097, 2.2503, 1.0351)
H (-2.0862, 2.1488, 0.8127)
H (-2.7961, -0.6676, -0.5133)
H (-3.0082, -0.1482, 1.1054)
H (-2.0101, -1.4916, 0.9201)
H (0.8143, -0.5003, 2.0184)
H (1.7449, -1.5157, 0.9515)
H (0.0497, -1.8889, 1.2683)
H (0.4172, 1.0095, -1.6434)
H (2.2751, -1.3001, -1.2337)
H (3.1453, 0.2601, -0.9885)
H (2.4379, -0.1186, -2.5422)

The value obtained for the HOMO energy is -8.83 eV. The calculation puts the LUMO energy at 1.018 eV. Its structure (SMILES) is C=C(C)/C(C)=C/C. The spin multiplicity is 1.

=====

--- iii ---
# C7H12

A single C7H12 molecule (ωB97M-V/def2-TZVPD, the OMol25 dataset).

Cartesian coordinates (Å):
C (1.7650, 0.2342, -1.9080)
C (1.0490, 0.2196, -0.5704)
C (-0.3331, 0.9081, -0.4341)
C (-0.6866, -0.1927, 0.5588)
C (-0.7882, 0.0435, 2.0325)
C (-1.9615, -0.5137, 1.2601)
C (0.3813, -1.0855, -0.0641)
H (1.9246, 1.2614, -2.2567)
H (1.1826, -0.2925, -2.6730)
H (2.7455, -0.2499, -1.8391)
H (1.7057, 0.6115, 0.2163)
H (-0.3681, 1.9474, -0.0911)
H (-0.9103, 0.8160, -1.3636)
H (-0.8456, 1.0716, 2.3834)
H (-0.2490, -0.6285, 2.6965)
H (-2.8155, 0.1401, 1.1009)
H (-2.2187, -1.5589, 1.4140)
H (-0.0179, -1.6587, -0.9120)
H (0.9412, -1.7568, 0.5957)

The value obtained for the HOMO energy is -9.81 eV. The calculation puts the LUMO energy at 1.162 eV. Its structure (SMILES) is CC1CC2(CC2)C1. The spin multiplicity is 1.

=====

It is iii that is the most stable of them.

=====

--- i ---
# C7H12

A single C7H12 molecule (ωB97M-V/def2-TZVPD, the OMol25 dataset).

Cartesian coordinates (Å):
C (1.2887, -0.6932, -2.8225)
C (0.4024, -0.4880, -1.8597)
C (0.5410, 0.5508, -0.8237)
C (0.1369, 0.3501, 0.4418)
C (0.7375, 1.1521, 1.5566)
C (-1.0408, -0.5524, 0.7666)
C (-1.7407, -0.3184, 2.0974)
H (1.2622, -1.5654, -3.4589)
H (2.2581, -0.2119, -2.8630)
H (-0.5400, -1.0170, -1.7339)
H (1.3201, 1.3018, -0.9479)
H (-0.0375, 1.4831, 2.2482)
H (1.3435, 1.9542, 1.1552)
H (1.4120, 0.5550, 2.1794)
H (-0.6111, -1.5615, 0.7905)
H (-1.7899, -0.5860, -0.0251)
H (-2.2938, 0.6206, 2.0815)
H (-1.0556, -0.3790, 2.9447)
H (-2.4911, -1.0858, 2.3021)

The value obtained for the HOMO energy is -8.25 eV. The calculation puts the LUMO energy at 1.043 eV. Its structure (SMILES) is C=C/C=C(/C)CC. The spin multiplicity is 1.

=====

--- ii ---
# C7H12

A single C7H12 molecule (ωB97M-V/def2-TZVPD, the OMol25 dataset).

Cartesian coordinates (Å):
C (-0.6026, -2.2688, 0.2761)
C (0.1859, -1.1897, 0.3854)
C (1.3321, -0.9311, 1.3459)
C (-0.2368, 0.2208, -0.0731)
C (-0.8344, 1.1595, 1.0231)
C (0.0791, 0.5784, -1.3275)
C (-0.0481, 1.9767, -1.8847)
H (-1.6894, -2.2118, 0.2432)
H (-0.1794, -3.2688, 0.4026)
H (1.0825, -0.4771, 2.3535)
H (1.7988, -1.8740, 1.5913)
H (1.9146, -0.2070, 0.8283)
H (-0.4977, 2.2424, 1.1880)
H (-1.8974, 1.0229, 1.1500)
H (-0.2538, 0.6509, 1.9058)
H (0.5660, -0.1414, -2.0326)
H (0.9871, 2.3508, -2.0476)
H (-0.3795, 2.0766, -2.9058)
H (-0.7025, 2.5617, -1.1475)

The value obtained for the HOMO energy is -8.86 eV. The calculation puts the LUMO energy at 0.963 eV. Its structure (SMILES) is C=C(C)/C(C)=C/C. The spin multiplicity is 1.

=====

It is i that is the most stable of them.

=====

--- i ---
# C7H12

A single C7H12 molecule (ωB97M-V/def2-TZVPD, the OMol25 dataset).

Cartesian coordinates (Å):
C (-2.0854, -0.4051, 0.7267)
C (-1.3010, -0.3009, -0.5782)
C (0.6383, -0.0506, -1.6697)
C (1.4060, 1.0418, -0.9895)
C (1.3521, 0.8956, 0.5459)
C (0.9726, -0.5793, 0.7251)
C (0.1544, -0.8957, -0.5411)
H (-3.0491, 0.1032, 0.6108)
H (-2.2848, -1.4481, 0.9948)
H (-1.5639, 0.0701, 1.5636)
H (-1.8361, -0.8148, -1.3809)
H (-1.2769, 0.7574, -0.8787)
H (2.4234, 0.8418, -1.3719)
H (1.1582, 2.0359, -1.3804)
H (2.2994, 1.1539, 1.0304)
H (0.5826, 1.5528, 0.9709)
H (0.4499, -0.7878, 1.6646)
H (1.8756, -1.2040, 0.7184)
H (0.0848, -1.9662, -0.7609)

The value obtained for the HOMO energy is -8.24 eV. The calculation puts the LUMO energy at 0.760 eV. The spin multiplicity is 1.

=====

--- ii ---
# C7H12

A single C7H12 molecule (ωB97M-V/def2-TZVPD, the OMol25 dataset).

Cartesian coordinates (Å):
C (-2.5770, -0.0745, 0.0120)
C (-1.0883, -0.4095, 0.0353)
C (-0.1889, 0.3096, -1.0038)
C (0.9089, 0.2635, 0.0347)
C (1.8861, -0.8688, -0.0326)
C (2.3641, 0.5632, -0.0770)
C (-0.1410, 0.2796, 1.1254)
H (-2.9773, -0.0525, -1.0121)
H (-2.7322, 0.9233, 0.4329)
H (-3.1783, -0.7855, 0.5906)
H (-0.9408, -1.4938, -0.0740)
H (0.0194, -0.1616, -1.9675)
H (-0.5597, 1.3306, -1.1607)
H (1.8926, -1.4696, -0.9392)
H (2.0702, -1.4291, 0.8817)
H (2.7127, 0.9540, -1.0299)
H (2.9226, 0.9174, 0.7857)
H (-0.5927, 1.2661, 1.2853)
H (0.1996, -0.0627, 2.1131)

The value obtained for the HOMO energy is -9.71 eV. The calculation puts the LUMO energy at 1.160 eV. Its structure (SMILES) is CC1CC2(CC2)C1. The spin multiplicity is 1.

=====

--- iii ---
# C7H12

A molecular structure, C7H12 (ωB97M-V/def2-TZVPD, the OMol25 dataset).

Cartesian coordinates (Å):
C (-2.8197, -0.0262, 0.2934)
C (-1.4714, -0.3048, -0.3646)
C (-0.5042, 0.8732, -0.2447)
C (0.8245, 0.6521, -0.9297)
C (2.0564, 1.3033, -0.3745)
C (2.1780, -0.0146, -0.2104)
C (2.6566, -0.9482, 0.8664)
H (-2.6965, 0.1963, 1.3598)
H (-3.3135, 0.8350, -0.1720)
H (-3.4889, -0.8882, 0.2039)
H (-1.0147, -1.1935, 0.0942)
H (-1.6189, -0.5458, -1.4264)
H (-0.3218, 1.1225, 0.8076)
H (-0.9433, 1.7681, -0.7099)
H (1.2974, -0.6640, -0.8254)
H (0.7639, 0.4668, -2.0066)
H (3.4525, -0.4262, 1.4048)
H (3.0495, -1.8896, 0.4694)
H (1.8603, -1.1809, 1.5842)

The value obtained for the HOMO energy is -8.72 eV. The calculation puts the LUMO energy at 0.855 eV. The spin multiplicity is 1.

=====

It is ii that is the most stable of them.